No. 1
# C24H48O48S12

C24H48O48S12 as an isolated structure at a distorted geometry (wB97M-V/def2-TZVPD, the OMol25 dataset).

The HOMO-LUMO gap comes out at 10.6 eV. The value obtained for the LUMO energy is -0.07 eV. The calculation puts the total energy at -253958.0200 eV.

Last column: Mulliken charge in e.
Geometry (Å):
C  16.3366  3.4482  -21.0144  0.09
C  16.2002  2.5589  -22.2851  0.24
O  14.7910  2.4223  -22.4635  -0.34
S  13.9204  3.5374  -21.7152  0.91
O  13.2212  2.9151  -20.6533  -0.24
O  13.2461  4.3398  -22.6541  -0.57
O  15.1783  4.3214  -21.1468  -0.48
H  17.0807  4.2314  -21.0203  0.27
H  16.2997  2.7911  -20.1483  -0.05
H  16.4723  1.5240  -22.1030  -0.09
H  16.8283  3.0284  -23.0470  0.27
C  21.4658  2.1679  -22.4711  -0.39
C  21.5035  3.4510  -21.5900  -0.47
O  20.2907  3.4197  -20.8480  -0.38
S  19.9325  1.9017  -20.4910  1.02
O  18.5350  1.8119  -20.3405  -0.09
O  20.8303  1.4080  -19.5126  -0.68
O  20.4864  1.3023  -21.8648  -0.16
H  22.3962  1.6749  -22.7182  0.34
H  20.9670  2.4887  -23.3978  0.27
H  21.5410  4.3465  -22.1928  0.34
H  22.3716  3.3819  -20.9302  0.29
C  17.8112  -5.1687  -16.4084  -0.53
C  16.9511  -4.3538  -15.4505  0.11
O  17.8022  -3.2733  -15.0589  -0.01
S  19.1738  -3.1734  -15.9186  1.07
O  20.2156  -3.7989  -15.1989  -0.62
O  19.4203  -1.9104  -16.5053  -0.57
O  18.5851  -4.1621  -17.0369  -0.35
H  17.2437  -5.5881  -17.2428  0.30
H  18.3625  -6.0190  -16.0067  0.31
H  16.7041  -4.9077  -14.5514  0.43
H  16.0893  -3.9573  -15.9831  -0.16
C  12.0858  0.9400  -17.7562  0.67
C  11.4548  1.0630  -16.3926  -0.13
O  10.1400  0.5520  -16.5604  -0.23
S  9.5613  0.8163  -18.0198  1.11
O  8.7831  1.9931  -17.9953  -0.66
O  8.9671  -0.3523  -18.5558  -0.57
O  10.9892  1.1027  -18.6801  -0.43
H  12.4925  -0.0499  -17.9257  -0.41
H  12.7595  1.7399  -18.0443  0.46
H  11.3670  2.0917  -16.0248  0.25
H  11.9570  0.5144  -15.6029  0.08
C  11.7851  -3.7125  -18.6524  0.38
C  12.6582  -4.5902  -17.7626  0.13
O  12.2239  -4.3492  -16.3868  -0.38
S  11.3057  -3.0454  -16.3281  0.96
O  12.0700  -1.8518  -16.3588  -0.34
O  10.3202  -3.1808  -15.3478  -0.66
O  10.7230  -3.2242  -17.8207  -0.47
H  11.4241  -4.2489  -19.5196  0.59
H  12.3670  -2.8392  -18.9636  -0.50
H  13.7270  -4.3645  -17.7597  -0.18
H  12.5988  -5.6647  -17.9303  0.36
C  15.9915  0.0378  -16.7565  0.14
C  17.1142  -0.1517  -17.7760  0.25
O  16.4118  -0.5080  -18.9733  0.55
S  15.2394  -1.5082  -18.5405  0.65
O  15.7733  -2.7933  -18.2637  -0.87
O  14.1726  -1.3460  -19.4392  -0.30
O  14.8943  -0.7800  -17.1489  -0.17
H  15.6917  1.0786  -16.6393  0.36
H  16.3704  -0.2308  -15.7680  -0.24
H  17.8049  -0.9296  -17.4362  -1.11
H  17.6944  0.7577  -17.8900  0.62
C  10.9329  -0.9191  -21.3634  1.13
C  10.2920  -2.2461  -21.8379  -0.06
O  9.9084  -1.9954  -23.1887  -0.39
S  10.5731  -0.7000  -23.8019  1.00
O  9.6987  -0.0191  -24.6664  -0.59
O  11.8669  -1.0413  -24.2918  -0.48
O  10.7530  0.0581  -22.3954  -0.27
H  12.0166  -1.0150  -21.2692  -0.47
H  10.4405  -0.5741  -20.4671  -0.50
H  9.3804  -2.3976  -21.2603  0.33
H  10.9151  -3.1343  -21.7752  0.18
C  14.8543  -2.0702  -22.5943  0.14
C  14.3687  -2.8851  -23.7783  -0.51
O  13.4780  -3.8407  -23.1982  -0.33
S  14.2003  -4.3742  -21.8702  1.09
O  15.1947  -5.2959  -22.2895  -0.64
O  13.3115  -4.7816  -20.8489  -0.54
O  14.8883  -2.9926  -21.5090  0.09
H  14.1903  -1.2416  -22.3519  0.00
H  15.8540  -1.6730  -22.7652  0.14
H  15.1841  -3.4226  -24.2863  0.37
H  13.9708  -2.3274  -24.6212  0.37
C  14.6807  -2.1904  -13.6199  0.74
C  13.6781  -3.2381  -13.2524  -0.31
O  12.5170  -2.4870  -12.8799  -0.40
S  12.8989  -0.9941  -12.3524  0.96
O  12.6377  -0.8748  -10.9690  -0.66
O  12.3187  -0.0878  -13.2618  -0.36
O  14.4781  -1.1769  -12.6286  -0.17
H  14.4850  -1.7798  -14.6220  -0.41
H  15.7313  -2.4766  -13.6625  0.01
H  13.9364  -3.9376  -12.4469  0.33
H  13.2759  -3.8877  -14.0360  0.19
C  18.9544  0.9498  -10.8243  -0.45
C  17.6408  0.2179  -10.5869  0.57
O  17.5516  -0.6508  -11.7179  -0.27
S  18.4224  -0.1861  -12.9932  1.06
O  17.5582  0.3634  -13.9643  -0.33
O  19.2131  -1.2945  -13.3559  -0.56
O  19.2219  0.9482  -12.2115  -0.35
H  19.7650  0.5358  -10.2129  0.30
H  18.9546  1.9980  -10.4988  0.31
H  16.7120  0.7660  -10.5266  -0.55
H  17.7426  -0.3600  -9.6704  0.36
C  14.7901  2.5810  -10.9029  -0.43
C  13.3376  2.8000  -11.3747  -0.49
O  13.3495  2.5546  -12.7605  -0.27
S  14.8118  2.7888  -13.3691  0.88
O  15.0822  4.1730  -13.4850  -0.63
O  14.9665  1.8896  -14.4386  -0.11
O  15.5419  2.1976  -12.0416  -0.16
H  14.8480  1.8424  -10.1126  0.37
H  15.1923  3.5322  -10.5474  0.28
H  12.9637  3.8027  -11.1946  0.28
H  12.7179  2.0577  -10.8781  0.27
C  19.5828  -2.0295  -19.6746  0.09
C  18.3629  -1.8965  -20.5644  0.77
O  18.6959  -2.5859  -21.7776  -0.28
S  20.2766  -2.6672  -22.0066  1.08
O  20.7062  -1.6688  -22.9052  -0.54
O  20.6189  -4.0208  -22.1998  -0.59
O  20.7133  -2.2167  -20.5188  -0.38
H  19.4794  -2.8060  -18.9155  -0.02
H  19.8195  -1.1569  -19.0564  0.34
H  18.1205  -0.8681  -20.8426  -0.35
H  17.4610  -2.3606  -20.1790  -0.21

No. 2
# C24H50AsBF6Mg2N2O24

C24H50AsBF6Mg2N2O24 as an isolated structure at a distorted geometry (wB97M-V/def2-TZVPD, the OMol25 dataset).

The HOMO-LUMO gap comes out at 8.2 eV. The value obtained for the LUMO energy is -0.68 eV. The calculation puts the total energy at -166533.4164 eV.

Last column: Mulliken charge in e.
Geometry (Å):
Mg  -20.6535  7.2412  14.0210  0.82
Mg  -17.5564  12.0406  15.7276  0.88
O  -19.1754  12.9877  16.5071  -0.70
C  -20.1207  13.5640  16.9910  0.70
O  -20.0961  14.2213  18.1025  -0.58
B  -21.4795  14.5966  18.4713  1.20
O  -22.3316  13.9926  17.3981  -0.60
C  -21.5628  13.4689  16.4697  0.37
O  -21.8775  12.9365  15.4517  -0.57
O  -21.7127  16.0422  18.5261  -0.51
C  -22.0392  16.3755  19.7721  0.63
O  -22.2337  17.4881  20.1533  -0.57
C  -22.1833  15.0836  20.5866  0.52
O  -21.8177  14.0680  19.7886  -0.47
O  -22.5481  15.0217  21.7115  -0.56
N  -19.6521  9.7630  15.6785  -0.43
O  -18.7565  10.5517  15.2455  0.14
O  -20.2248  9.9930  16.7379  -0.26
O  -19.9058  8.7719  14.9740  0.27
N  -20.2292  5.3470  16.4588  0.56
O  -19.2289  4.7136  16.0978  -0.62
O  -20.6971  5.2420  17.5972  -0.60
O  -20.8005  6.1447  15.6380  -0.32
As  -19.4672  9.0996  11.1074  2.06
F  -20.5381  8.3958  9.9434  -0.49
F  -18.5270  9.9356  9.9040  -0.52
F  -18.3899  9.7116  12.3632  -0.37
F  -20.3669  8.2618  12.4424  -0.19
F  -18.4513  7.6966  10.9754  -0.48
F  -20.5178  10.4647  11.3045  -0.48
C  -17.5612  6.5678  13.8571  -0.83
O  -18.9043  6.3565  13.5139  1.05
C  -19.0523  5.1576  12.7359  -0.87
C  -20.5267  4.7368  12.6949  -0.83
O  -21.3971  5.8607  12.7455  0.07
C  -22.4356  5.7521  11.7774  -0.87
H  -16.9046  6.5642  12.9825  0.31
H  -17.2120  5.7581  14.5092  0.37
H  -17.3916  7.4938  14.4016  -0.29
H  -18.4712  4.3764  13.2231  0.43
H  -18.7789  5.4096  11.7121  0.39
H  -20.7628  3.9998  13.4674  0.23
H  -20.5582  4.1233  11.7879  0.57
H  -23.2023  6.4771  12.0579  -0.02
H  -22.9523  4.7933  11.7335  0.42
H  -22.0823  6.0655  10.7941  0.33
C  -15.5994  14.0254  17.1574  -0.91
O  -16.4465  13.6145  16.0989  0.21
C  -16.0344  14.0710  14.8169  -0.80
C  -17.1570  14.0981  13.7800  -0.79
O  -17.9509  12.9410  14.0471  0.17
C  -19.1246  12.9438  13.2547  -0.69
H  -15.9016  13.5085  18.0653  0.14
H  -15.6846  15.0881  17.3818  0.28
H  -14.5687  13.7440  16.9330  0.33
H  -15.2184  13.4084  14.5041  0.27
H  -15.5632  15.0568  14.8634  0.55
H  -16.7249  14.0900  12.7789  0.39
H  -17.7987  14.9629  13.9613  0.43
H  -18.8844  12.8452  12.1897  0.34
H  -19.6972  13.8816  13.2457  0.37
H  -19.8448  12.1866  13.5454  -0.05
C  -15.5107  10.6758  13.8248  -0.83
O  -15.9887  11.0175  15.1254  -0.16
C  -15.7925  9.9702  16.0722  -0.17
C  -15.9198  10.5554  17.4906  -1.12
O  -17.1333  11.3169  17.4972  0.94
C  -17.7368  11.2280  18.8106  -0.97
H  -14.4164  10.6757  13.8032  0.33
H  -15.8030  11.4264  13.0952  0.27
H  -15.8559  9.6909  13.5168  0.14
H  -14.8362  9.4547  15.9616  0.72
H  -16.5409  9.1749  16.0170  -0.17
H  -15.0393  11.1617  17.7200  0.23
H  -15.9296  9.7050  18.1715  0.58
H  -17.9922  10.2042  19.0728  0.25
H  -18.6202  11.8608  18.8012  0.15
H  -17.0329  11.6517  19.5309  0.34
C  -23.5902  7.2738  15.1211  -1.24
O  -22.5974  7.9510  14.3479  0.78
C  -22.9134  9.3057  14.0316  -0.06
C  -24.1313  9.4744  13.1423  -1.28
O  -24.1003  8.6182  12.0233  -0.10
C  -25.3342  8.6211  11.3354  -0.93
H  -23.7036  7.7917  16.0771  0.27
H  -23.2637  6.2505  15.2625  0.23
H  -24.5521  7.3302  14.6077  0.35
H  -22.0142  9.7463  13.6015  -0.29
H  -23.0537  9.8611  14.9658  0.37
H  -24.2110  10.5185  12.8198  0.50
H  -25.0377  9.2367  13.7164  0.47
H  -25.6648  9.6376  11.1091  0.34
H  -26.0969  8.1029  11.9269  0.35
H  -25.1893  8.0654  10.4116  0.22
C  -21.1533  8.0527  19.1115  -0.06
O  -20.8900  7.0180  20.0315  -0.11
C  -20.9711  7.3947  21.3911  -0.61
C  -20.3905  6.2615  22.2216  -0.53
O  -20.6956  5.0044  21.6295  -0.24
C  -20.3203  3.9887  22.5433  -0.78
H  -20.3350  8.7813  19.1746  -0.07
H  -22.1173  8.5466  19.2715  0.30
H  -21.1374  7.6019  18.1225  -0.15
H  -22.0336  7.5675  21.6085  0.31
H  -20.4625  8.3547  21.5473  0.32
H  -20.8225  6.2964  23.2269  0.38
H  -19.2992  6.3315  22.2812  0.32
H  -19.2544  4.0439  22.7673  0.30
H  -20.5980  3.0354  22.0928  0.25
H  -20.9412  4.0200  23.4464  0.31

The highest LUMO energy belongs to which entry? C24H48O48S12

What is the LUMO energy in the first record? -0.07 eV

Look up the LUMO energy of the second one. -0.68 eV

Among the records above, which one has the highest LUMO energy? C24H48O48S12